Version one
Here is the ion C2H7N2OS with charge +1 from the Open Molecules 2025 dataset. Energies are from wB97M-V/def2-TZVPD.

```
13
Properties=species:S:1:pos:R:3:lowdin_charge:R:1
C 0.76 0.16 0.25 -0.44
C -0.59 0.21 -0.51 -0.62
N 0.55 0.58 1.59 0.03
N -0.89 -0.74 -1.36 0.20
O 1.32 -1.19 -0.01 -0.07
S -1.40 1.60 -0.12 1.04
H 1.38 1.03 -0.28 0.20
H -0.11 -0.05 2.10 0.12
H 1.39 0.63 2.18 0.12
H 2.19 -1.56 0.35 0.15
H -0.38 -1.61 -1.33 0.14
H -1.69 -0.69 -1.97 0.15
H -2.54 1.65 -0.90 -0.04
```

## Properties
HOMO in eV: -14.555
Net charge: +1

=====

Version two
Here is a cluster of 2 separate species, C2H7N2OS in total from the Open Molecules 2025 dataset. Energies are from wB97M-V/def2-TZVPD.

```
13
Properties=species:S:1:pos:R:3:lowdin_charge:R:1
C -1.54 -0.69 -0.11 -0.69
C 1.67 1.25 0.26 -0.12
N -1.40 0.03 1.09 -0.12
N -1.42 -1.88 -0.63 0.23
O 1.07 -0.01 -0.27 -0.21
S -2.20 0.82 -0.29 1.08
H 2.80 1.28 0.34 0.11
H 1.60 1.28 1.40 0.09
H 1.19 2.16 -0.13 0.09
H -0.47 0.42 1.20 0.04
H 1.26 -0.07 -1.27 0.14
H -1.54 -2.10 -1.66 0.20
H -1.01 -2.50 0.07 0.17
```

## Properties
HOMO in eV: -14.539
Net charge: +1

=====

Which one is most stable, and which one is least stable? version one is the most stable of them, while version two is the least stable.

=====

Version one
Here is a cluster of 2 separate species, C3H13N3O in total from the Open Molecules 2025 dataset. Energies are from wB97M-V/def2-TZVPD.

```
20
Properties=species:S:1:pos:R:3:lowdin_charge:R:1
C 0.85 0.75 -0.82 -0.22
N -0.32 0.27 -0.11 -0.07
C -1.36 1.27 -0.17 -0.36
N -2.58 0.98 0.58 -0.01
C 2.15 -0.01 -0.31 -0.23
N 2.31 -1.48 -0.62 0.00
H 0.85 0.59 -1.87 0.09
H 0.80 1.84 -0.55 0.12
H -0.47 -0.67 -0.52 0.12
H -1.11 2.24 0.09 0.08
H -1.68 1.44 -1.17 0.11
H -2.42 1.05 1.65 0.11
H -3.34 1.53 0.25 0.04
H 2.28 0.04 0.72 0.07
H 2.92 0.65 -0.68 0.09
H 2.54 -2.00 0.22 0.05
H 3.13 -1.50 -1.22 0.05
H -1.86 -1.67 1.23 0.05
H -1.49 -2.93 1.98 -0.03
O -1.19 -2.41 1.30 -0.06
```

## Properties
HOMO in eV: -8.450

=====

Version two
Here is a cluster of 2 separate species, C3H13N3O in total from the Open Molecules 2025 dataset. Energies are from wB97M-V/def2-TZVPD.

```
20
Properties=species:S:1:pos:R:3:lowdin_charge:R:1
C 0.53 0.92 -1.40 -0.23
N 0.33 -0.42 -0.84 -0.09
C -0.80 -1.17 -1.38 -0.32
N -1.33 -2.22 -0.51 0.01
C 0.37 2.02 -0.32 -0.26
N 1.23 1.72 0.86 0.00
H 1.47 1.08 -1.94 0.11
H -0.24 1.02 -2.18 0.10
H 1.13 -1.03 -0.80 0.11
H -1.62 -0.45 -1.46 0.11
H -0.62 -1.67 -2.33 0.11
H -1.38 -1.90 0.45 0.05
H -0.61 -2.93 -0.40 0.06
H -0.67 2.24 -0.10 0.09
H 0.74 2.91 -0.85 0.10
H 1.39 0.74 0.70 0.02
H 2.06 2.30 0.85 0.06
H -0.05 -0.65 2.20 -0.01
H -1.24 -0.31 3.04 0.05
O -0.35 -0.71 3.10 -0.07
```

## Properties
HOMO in eV: -9.130

=====

Which one is most stable, and which one is least stable? version two is the most stable of them, while version one is the least stable.